1.
Computed, not measured: a structure of composition C20H23I3N4NiO2S in a non-equilibrium geometry, with ωB97M-V with the def2-TZVPD basis set.

The value obtained for the largest force on an atom is 0.1140 Eh/bohr. The calculation puts the relative energy (zero: lowest compared OMol25 entry of this formula, charge and spin) at 352.9 kJ/mol. Its HOMO energy (alpha / beta) is -0.5160 / -0.5160 Eh. The charge is +2. The calculation puts the LUMO energy (alpha / beta) at -7.432 / -7.433 eV. The calculation puts the molar mass at 822.90 g/mol. As for the HOMO-LUMO gap (alpha / beta): 6.610 / 6.609 eV.

```
54
Properties=species:S:1:pos:R:3:forces:R:3:nbo_charge:R:1
Ni 1.216441 -0.760591 0.590024 -0.5 -0.9 0.8 1.005
I -0.734900 -3.861663 5.239460 0.3 0.2 -0.1 0.260
C 0.609310 -2.455904 4.470423 -0.2 -0.2 0.1 -0.185
C 1.474774 -1.746679 5.292567 0.0 0.0 -0.1 -0.153
C 2.286677 -0.777150 4.721573 -0.1 -0.1 0.0 -0.221
C 2.213672 -0.551991 3.360912 0.2 0.1 0.0 0.045
N 1.391699 -1.250505 2.570409 -0.2 0.2 -1.0 -0.503
C 0.613119 -2.192202 3.108916 -0.1 -0.2 0.1 0.003
H 1.519073 -1.943527 6.355033 0.0 0.0 0.0 0.257
H 2.967602 -0.197072 5.327771 0.0 0.0 0.0 0.254
H 2.839949 0.191665 2.886569 -0.1 0.0 -0.1 0.216
H -0.014774 -2.762786 2.437891 0.0 0.1 0.0 0.225
C 0.373498 3.759297 0.764425 0.1 -0.1 0.3 -0.805
S 1.298329 2.537139 1.713675 0.3 0.3 -0.5 1.257
C 2.920260 3.315826 1.558201 -0.2 0.0 0.2 -0.807
O 1.370165 1.331450 0.797213 -0.1 0.4 0.0 -1.105
H 0.436419 4.714995 1.283109 0.0 0.0 0.0 0.258
H -0.664005 3.437214 0.712082 0.0 0.0 0.1 0.246
H 0.796147 3.831280 -0.235594 0.1 0.0 0.0 0.235
H 2.894246 4.278589 2.067012 0.0 0.0 0.0 0.256
H 3.155868 3.444839 0.503851 0.0 -0.1 0.0 0.245
H 3.659830 2.677813 2.037199 0.0 -0.1 0.0 0.250
I 1.735232 -1.006163 -1.934195 3.3 -1.2 4.7 0.504
I 3.689515 -1.236664 -0.075653 1.1 -0.2 2.1 -0.155
C 0.999130 2.702194 -3.465052 0.0 0.0 0.1 -0.631
C 0.337861 1.363718 -3.336039 -0.9 0.6 -0.1 -0.029
C 1.015435 0.189383 -3.645151 -0.2 2.6 -2.2 -0.217
C 0.396755 -1.051091 -3.532003 -2.3 -1.8 -2.3 -0.434
C -0.944922 -1.146940 -3.118473 -1.8 0.4 -0.5 0.215
N -1.511627 -2.418766 -3.063113 0.9 0.1 -0.7 -0.646
C -2.797635 -2.860173 -2.731722 -0.5 -0.2 0.2 0.791
O -3.324142 -3.763086 -3.323158 0.3 0.3 0.1 -0.516
N -3.405357 -2.242930 -1.645924 -0.4 -0.1 -0.5 -0.620
C -2.809998 -1.623456 -0.567637 0.0 0.1 0.6 0.132
C -3.570882 -1.028595 0.442107 0.2 0.0 -0.1 -0.181
C -2.916764 -0.394180 1.484535 0.1 -0.1 -0.1 -0.152
C -1.530568 -0.353770 1.497676 -0.3 0.2 0.1 -0.001
N -0.811517 -0.942460 0.539024 0.9 0.3 0.7 -0.505
C -1.431808 -1.580504 -0.444689 0.4 -0.2 0.1 -0.008
C -1.629676 0.032375 -2.811257 0.0 -0.9 -0.2 -0.204
C -0.991852 1.255177 -2.919214 0.9 0.2 -0.3 -0.134
H 1.954347 2.626270 -3.979426 0.0 0.1 0.0 0.236
H 1.173077 3.137536 -2.477609 0.1 0.0 0.0 0.222
H 0.361861 3.402666 -4.005020 0.0 -0.1 -0.1 0.252
H 2.037731 0.244772 -3.998778 -0.3 0.2 -0.6 0.272
H 0.928582 -1.949235 -3.829300 -0.7 0.1 -1.1 0.284
H -1.035135 -3.118575 -3.613894 -0.1 -0.1 -0.2 0.435
H -4.375691 -2.510756 -1.553563 0.0 0.0 0.0 0.440
H -4.652480 -1.063559 0.405331 0.0 0.0 0.0 0.248
H -3.479793 0.076109 2.277547 0.0 0.0 0.0 0.245
H -0.996201 0.157276 2.287012 0.1 0.0 0.0 0.221
H -0.812616 -2.079169 -1.173728 0.0 0.0 0.7 0.223
H -2.676235 0.003149 -2.548117 0.0 -0.1 0.0 0.240
H -1.548017 2.159409 -2.703233 0.0 0.0 0.0 0.241
```
Positions in Å, forces in eV/Å.

***

2.
Computed, not measured: a structure of composition C20H23IrN3STe in a non-equilibrium geometry, with ωB97M-V with the def2-TZVPD basis set.

The value obtained for the largest force on an atom is 0.0353 Eh/bohr. Its HOMO energy (alpha / beta) is -0.3706 / -0.3706 Eh. The charge is +1. The calculation puts the LUMO energy (alpha / beta) at -4.071 / -4.070 eV. The calculation puts the molar mass at 657.31 g/mol. As for the HOMO-LUMO gap (alpha / beta): 6.014 / 6.015 eV.

```
49
Properties=species:S:1:pos:R:3:forces:R:3:nbo_charge:R:1
Ir -0.214104 -0.384548 -0.657017 0.5 -1.0 -1.5 0.747
C -2.046554 1.523595 -2.178770 0.1 0.1 0.1 -0.425
N -0.644243 1.302118 -1.755600 -0.1 0.6 0.4 -0.426
C 0.209389 1.110822 -2.973043 -0.3 0.0 0.0 -0.438
C -0.027939 2.400718 -0.980361 0.3 -0.4 0.2 0.184
C -0.465794 3.704819 -1.033917 0.2 0.0 -0.1 -0.242
C 0.272080 4.689774 -0.387707 0.0 0.1 0.0 -0.208
C 1.454443 4.356429 0.248577 0.0 0.1 0.0 -0.176
C 1.878367 3.037286 0.348094 0.0 -0.1 -0.2 -0.238
C 1.102201 2.022053 -0.200967 -0.7 -0.1 0.0 0.089
N 1.285423 0.624477 -0.043961 0.7 0.6 0.1 -0.516
C 1.889493 -0.022051 1.073955 -0.5 -0.3 -0.1 0.092
C 2.404299 0.583677 2.209963 0.1 0.0 -0.1 -0.233
C 2.907077 -0.197017 3.245822 0.0 0.0 0.0 -0.174
C 2.865125 -1.575125 3.188285 0.0 0.0 0.0 -0.203
C 2.279577 -2.201065 2.091372 0.0 0.1 0.0 -0.240
C 1.786188 -1.436225 1.059771 0.0 0.2 -0.1 0.188
N 1.082982 -2.019643 -0.097535 -0.4 0.4 0.8 -0.490
C 0.423008 -3.314172 0.162393 0.1 0.0 0.2 -0.416
C 2.059344 -2.167096 -1.211587 -0.1 -0.1 -0.1 -0.434
H -2.115762 2.380197 -2.849885 0.0 0.0 0.0 0.209
H -2.660413 1.680187 -1.295698 0.0 0.0 0.0 0.245
H -2.380738 0.633308 -2.710088 0.0 0.0 0.0 0.220
H 0.139758 2.008374 -3.588776 0.0 0.0 0.0 0.229
H -0.153920 0.252691 -3.538436 0.0 0.0 0.0 0.217
H 1.243668 0.956686 -2.673683 0.0 0.0 0.0 0.228
H -1.356489 3.970469 -1.585123 0.0 0.0 0.0 0.231
H -0.065885 5.716018 -0.410293 0.0 0.0 0.0 0.234
H 2.060247 5.131533 0.698256 0.0 0.0 0.0 0.232
H 2.820252 2.818554 0.825292 0.0 0.0 0.0 0.233
H 2.385986 1.653279 2.329900 0.0 0.0 0.0 0.232
H 3.314349 0.294886 4.118706 0.0 0.0 0.0 0.231
H 3.254692 -2.170140 4.002155 0.0 0.0 0.0 0.232
H 2.195081 -3.278546 2.067860 0.0 0.0 0.0 0.227
H 1.152997 -4.107593 0.336867 0.0 0.0 0.0 0.205
H -0.165965 -3.578833 -0.714825 0.0 0.0 0.0 0.213
H -0.228758 -3.216292 1.027877 0.0 0.0 0.0 0.237
H 2.800091 -2.918396 -0.932505 0.0 0.0 0.0 0.223
H 2.558057 -1.217464 -1.389046 0.0 0.0 0.0 0.230
H 1.540455 -2.490701 -2.114885 0.0 0.0 0.0 0.213
Te -1.690020 0.400602 1.273440 -0.3 -0.2 0.3 0.367
C -3.285544 -0.931295 0.990335 0.1 0.1 0.0 -0.525
C -3.301174 -2.081278 0.255411 0.0 -0.1 -0.1 -0.311
C -4.564496 -2.741168 0.282989 0.1 0.0 0.0 -0.251
C -5.473375 -2.079381 1.042873 0.0 0.1 0.0 -0.409
S -4.812633 -0.645391 1.711136 -0.1 0.0 0.0 0.482
H -2.436674 -2.459950 -0.278972 0.0 0.0 0.0 0.198
H -4.778113 -3.665742 -0.232565 0.0 0.0 0.0 0.235
H -6.496035 -2.353440 1.243913 0.0 0.0 0.0 0.252
```
Positions in Å, forces in eV/Å.